15
Properties=species:S:1:pos:R:3:forces:R:3 method="wB97M-V/def2-TZVPD" e_lumo_ev="-0.9 / -1.7" energy_ev=-21140.6118 relative_energy_kcal_mol=103.5 largest_force_ev_per_a=4.16 homo_lumo_gap_ev="8.15 / 7.05" charge=0
C 0.74034 -0.32517 0.11553 0.8 -0.1 -1.5
C 0.49490 0.00053 2.37603 -0.6 -0.7 0.4
C -1.65976 -0.21474 -1.29791 -3.8 1.7 0.3
C -2.22444 -0.58429 0.06350 1.0 0.4 -0.6
C -0.16530 -0.27845 1.15594 0.7 0.4 1.1
N 1.61435 -0.30961 -0.64156 -0.2 -0.1 0.0
N 1.14391 0.11167 3.32100 -0.2 0.2 0.2
O -1.46303 -0.51159 1.13686 -1.1 0.1 -0.6
S 3.94317 1.69816 2.81380 2.0 0.2 -0.2
H -1.14183 0.70323 -1.18033 1.4 0.7 0.4
H -1.10883 -0.90365 -1.87636 0.6 -0.9 -0.4
H -2.51949 0.25517 -1.92052 0.9 -1.5 0.8
H -3.28262 -0.59806 0.30806 0.3 -0.3 0.0
H 2.75103 2.15051 2.66689 -1.5 0.5 -0.1
H 3.53273 0.58127 3.35881 -0.3 -0.6 0.3